Entry 1:
C42H65NO4S in the gas phase. Source: OMol25; level of theory: ωB97M-V/def2-TZVPD.

Each line ends with the Löwdin charge.
Atoms and positions in Å:
C: -6.097 -2.035 -0.301  -0.133
C: -4.937 -1.393 0.600  -0.268
C: -5.456 -0.715 1.964  -0.193
C: -5.483 0.902 1.862  -0.208
C: -4.900 1.628 3.175  -0.213
C: -3.303 1.785 3.194  -0.209
C: -2.667 2.301 1.809  -0.211
C: -3.397 3.622 1.236  -0.212
C: -2.720 4.189 -0.105  -0.200
C: -3.288 3.456 -1.447  -0.183
C: -2.066 2.903 -2.342  -0.211
C: -2.387 1.536 -3.120  -0.201
C: -2.009 0.216 -2.278  -0.189
C: -0.614 -0.479 -2.759  -0.194
C: -0.864 -1.942 -3.379  -0.218
C: 0.452 -2.842 -3.536  -0.207
C: 0.856 -3.596 -2.177  -0.207
C: 2.371 -4.114 -2.117  -0.201
C: 3.500 -2.968 -2.173  -0.199
C: 3.867 -2.311 -0.746  -0.143
C: 2.899 -1.068 -0.497  -0.090
C: 1.735 -1.167 0.520  0.057
C: 0.749 -0.015 0.831  -0.174
O: -0.261 -0.188 1.811  -0.128
C: -1.321 -1.082 1.360  -0.157
C: -1.061 -2.629 1.685  -0.190
N: -0.464 -2.873 3.027  -0.073
C: -1.028 -4.080 3.695  -0.184
C: -1.879 -3.769 5.026  -0.369
C: -2.831 -4.977 5.477  -0.069
O: -2.746 -2.622 4.707  -0.104
C: 0.931 1.321 0.018  0.077
C: 2.074 1.473 -1.005  -0.021
C: 3.078 0.280 -1.247  0.006
C: 4.250 0.581 -2.295  -0.236
O: 4.710 -0.242 -3.122  0.046
C: 4.848 2.079 -2.225  -0.002
C: 6.347 2.424 -2.347  -0.173
C: 7.470 1.297 -2.512  -0.403
S: 8.529 1.393 -0.947  0.761
C: 7.400 1.408 0.543  -0.518
C: 6.995 2.917 1.006  -0.179
C: 6.743 3.940 -2.270  -0.028
C: 5.729 5.099 -2.108  -0.039
C: 4.218 4.745 -1.969  0.006
C: 3.844 3.250 -2.021  -0.047
C: 2.296 2.831 -1.849  -0.249
O: 1.357 3.499 -2.348  0.046
H: -5.590 -2.410 -1.270  0.075
H: -6.581 -2.939 0.201  0.073
H: -6.914 -1.271 -0.538  0.077
H: -4.160 -2.213 0.818  0.088
H: -4.366 -0.592 -0.012  0.091
H: -6.478 -1.138 2.296  0.118
H: -4.675 -0.964 2.779  0.095
H: -6.599 1.196 1.802  0.111
H: -5.011 1.265 0.881  0.082
H: -5.395 2.660 3.246  0.104
H: -5.208 1.067 4.133  0.115
H: -2.796 0.808 3.545  0.095
H: -3.062 2.574 4.005  0.114
H: -2.732 1.418 1.066  0.092
H: -1.558 2.503 2.009  0.107
H: -3.325 4.414 2.075  0.118
H: -4.508 3.459 1.015  0.101
H: -2.868 5.332 -0.174  0.109
H: -1.578 4.038 0.010  0.098
H: -3.779 4.299 -2.062  0.108
H: -4.056 2.639 -1.199  0.105
H: -1.197 2.698 -1.635  0.071
H: -1.780 3.712 -3.092  0.113
H: -3.474 1.566 -3.482  0.108
H: -1.711 1.534 -4.059  0.106
H: -2.892 -0.513 -2.309  0.103
H: -1.817 0.562 -1.199  0.076
H: -0.028 0.215 -3.475  0.120
H: 0.100 -0.634 -1.861  0.078
H: -1.403 -1.778 -4.386  0.117
H: -1.613 -2.479 -2.694  0.108
H: 1.271 -2.192 -3.991  0.106
H: 0.227 -3.666 -4.318  0.115
H: 0.191 -4.543 -2.125  0.118
H: 0.540 -2.945 -1.295  0.076
H: 2.553 -4.779 -3.048  0.115
H: 2.582 -4.813 -1.218  0.112
H: 4.472 -3.402 -2.596  0.115
H: 3.137 -2.171 -2.902  0.085
H: 3.582 -3.101 0.049  0.113
H: 4.971 -2.061 -0.618  0.116
H: 1.589 -2.155 1.088  0.109
H: -1.415 -0.960 0.229  0.113
H: -2.286 -0.730 1.865  0.107
H: -0.373 -3.071 0.887  0.096
H: -2.091 -3.153 1.588  0.118
H: -0.494 -2.036 3.622  0.099
H: -0.143 -4.734 4.010  0.118
H: -1.671 -4.737 2.995  0.124
H: -1.182 -3.545 5.915  0.146
H: -2.305 -5.670 6.216  0.080
H: -3.230 -5.599 4.589  0.086
H: -3.750 -4.529 5.999  0.087
H: -2.203 -1.821 4.913  0.090
H: 0.178 2.145 0.266  0.096
H: 7.067 0.234 -2.537  0.069
H: 8.147 1.550 -3.400  0.096
H: 7.896 0.941 1.476  0.080
H: 6.429 0.816 0.376  0.074
H: 6.622 2.918 2.103  0.075
H: 7.915 3.606 1.001  0.074
H: 6.122 3.320 0.384  0.051
H: 7.847 4.200 -2.337  0.100
H: 6.020 6.198 -2.081  0.093
H: 3.373 5.493 -1.842  0.106

Cartesian forces (eV/Å) of the 3 atoms listed first:
C 0.74 0.02 -0.18
C -0.13 -0.08 -0.12
C 1.19 0.27 0.01

Computed properties:
**F_max**: 4.39 eV/Å
**HOMO-LUMO gap**: 7.5 eV
**Molar mass**: 680.05 Da
**Charge**: 0

Entry 2:
3 unconnected molecules or ions with the total composition C15H24BF16NO3P. Source: OMol25; level of theory: ωB97M-V/def2-TZVPD.

Each line ends with the natural charge from an NBO analysis.
Atoms and positions in Å:
C: 7.808 -1.476 0.885  -0.617
C: 7.366 -0.148 0.251  -0.390
C: 5.886 0.191 0.520  -0.435
C: 5.732 0.733 1.932  -0.220
N: 4.357 1.176 2.342  -0.898
P: 3.116 1.049 1.249  0.941
B: 2.297 -0.748 1.103  0.750
C: 1.616 -1.280 -0.182  -1.043
O: 2.391 -1.374 2.296  -0.871
H: 8.642 -1.897 0.326  0.235
H: 8.165 -1.319 1.903  0.212
H: 6.993 -2.202 0.912  0.197
H: 7.960 0.647 0.712  0.208
H: 7.574 -0.115 -0.816  0.224
H: 5.317 -0.738 0.380  0.195
H: 5.596 0.937 -0.225  0.210
H: 6.055 -0.038 2.633  0.213
H: 6.418 1.570 2.060  0.217
H: 4.087 0.634 3.160  0.420
H: 3.475 1.583 0.016  0.058
H: 2.110 1.900 1.722  0.045
H: 0.852 -0.572 -0.516  0.284
H: 1.095 -2.205 0.077  0.255
H: 2.312 -1.467 -1.002  0.279
H: 2.531 -2.327 2.244  0.528
C: -2.942 0.950 -2.767  -0.134
C: -3.470 1.042 -4.206  0.594
C: -3.020 -0.029 -5.206  0.520
F: -1.679 -0.003 -5.363  -0.328
F: -3.592 0.224 -6.398  -0.311
F: -3.223 2.269 -4.706  -0.308
F: -4.821 0.895 -4.110  -0.321
O: -1.831 1.776 -2.430  -0.506
C: -0.548 1.408 -2.640  0.855
C: 0.184 2.334 -3.623  0.504
F: -0.430 2.348 -4.810  -0.302
F: 1.445 1.860 -3.788  -0.330
F: -0.427 0.115 -2.982  -0.317
F: 0.126 1.546 -1.448  -0.362
H: -3.751 1.338 -2.156  0.244
H: -2.785 -0.084 -2.463  0.208
H: -3.326 -1.023 -4.868  0.142
H: 0.226 3.348 -3.219  0.152
C: -3.389 -0.593 2.062  -0.129
C: -4.309 -0.065 0.953  0.598
C: -5.241 1.107 1.280  0.521
F: -6.115 0.772 2.242  -0.311
F: -5.928 1.420 0.160  -0.318
F: -5.008 -1.077 0.410  -0.302
F: -3.471 0.419 -0.026  -0.351
O: -3.799 -1.747 2.762  -0.510
C: -4.605 -1.678 3.871  0.849
C: -5.949 -2.387 3.650  0.504
F: -6.592 -1.849 2.597  -0.318
F: -6.706 -2.219 4.752  -0.313
F: -4.772 -0.413 4.286  -0.315
F: -3.974 -2.347 4.859  -0.319
H: -2.491 -0.913 1.534  0.215
H: -3.092 0.210 2.738  0.208
H: -4.664 1.981 1.597  0.141
H: -5.786 -3.451 3.471  0.153

Cartesian forces (eV/Å) of the 3 atoms listed first:
C 0.09 0.28 -0.09
C -0.01 0.04 0.59
C 0.53 0.01 -0.19

Computed properties:
**F_max**: 1.05 eV/Å
**HOMO-LUMO gap**: 9.9 eV
**Molar mass**: 612.12 Da
**Charge**: +1

Entry 3:
C4H2O2 in the gas phase. Source: OMol25; level of theory: ωB97M-V/def2-TZVPD.

Each line ends with the natural charge from an NBO analysis.
Atoms and positions in Å:
C: 1.204 -0.723 1.584  -0.602
C: 1.385 -0.850 2.837  0.153
C: -0.696 0.115 -1.274  0.288
C: 1.074 -0.486 0.311  0.526
O: -1.257 1.142 -0.675  -0.657
O: 0.422 -0.434 -0.730  -0.363
H: -0.548 0.259 -2.249  0.153
H: -1.584 0.977 0.196  0.501

Cartesian forces (eV/Å) of the 3 atoms listed first:
C -0.49 -0.42 -0.81
C 0.05 -0.02 0.20
C -0.41 -0.97 3.32

Computed properties:
**F_max**: 3.85 eV/Å
**HOMO-LUMO gap (alpha / beta)**: 6.3 / 6.4 eV
**Molar mass**: 82.06 Da
**Charge**: 0

Entry 4:
2 unconnected molecules or ions with the total composition C7H18N2Si. Source: OMol25; level of theory: ωB97M-V/def2-TZVPD.

Each line ends with the natural charge from an NBO analysis.
Atoms and positions in Å:
C: -2.536 0.541 1.573  -0.273
C: -1.477 1.252 0.981  -0.771
C: -0.265 0.440 -3.388  -0.636
C: 2.588 0.486 1.521  -0.393
C: 0.827 -1.024 2.547  -0.416
C: -1.187 -2.526 -0.342  -0.997
C: 0.087 1.499 -2.319  -0.190
N: 0.749 0.934 -1.121  -1.116
N: 1.295 -0.051 1.427  -0.937
Si: 0.114 0.454 0.359  1.973
H: -3.458 1.021 1.822  0.189
H: -2.562 -0.494 1.604  0.201
H: -1.736 2.311 0.922  0.229
H: 0.497 -0.095 -3.995  0.214
H: -0.916 -0.370 -2.956  0.233
H: -0.749 1.075 -4.190  0.207
H: 2.754 1.020 2.528  0.175
H: 3.368 -0.265 1.514  0.187
H: 2.812 1.188 0.623  0.202
H: 0.450 -0.410 3.291  0.186
H: 0.049 -1.615 2.040  0.242
H: 1.571 -1.629 3.057  0.207
H: -2.213 -2.482 0.013  0.167
H: -1.140 -2.609 -1.369  0.159
H: -0.533 -3.281 0.063  0.170
H: 0.749 2.132 -2.775  0.185
H: -0.775 1.978 -2.034  0.195
H: 1.639 0.523 -1.396  0.409

Cartesian forces (eV/Å) of the 3 atoms listed first:
C 2.91 2.73 -2.35
C -2.69 -1.52 1.41
C -1.18 0.01 -0.77

Computed properties:
**F_max**: 4.63 eV/Å
**HOMO-LUMO gap (alpha / beta)**: 6.7 / 6.7 eV
**Molar mass**: 158.32 Da
**Charge**: 0

Entry 5:
8 unconnected molecules or ions with the total composition C17H37NO9. Source: OMol25; level of theory: ωB97M-V/def2-TZVPD.

Each line ends with the natural charge from an NBO analysis.
Atoms and positions in Å:
O: 0.390 -2.572 -0.654  -0.605
C: 0.181 -1.432 -0.269  0.825
O: -0.384 -0.466 -1.028  -0.501
C: -0.727 0.703 -0.330  -0.078
C: -0.325 0.412 1.185  -0.429
C: 0.483 -0.854 1.072  -0.565
H: -1.761 1.026 -0.451  0.197
H: -0.215 1.617 -0.631  0.190
H: -1.269 0.317 1.721  0.214
H: 0.206 1.175 1.755  0.228
H: 0.239 -1.509 1.908  0.263
H: 1.539 -0.631 1.219  0.248
O: 5.244 1.904 -1.928  -0.556
C: 4.320 1.461 -2.574  0.785
O: 3.744 2.234 -3.592  -0.489
C: 2.591 1.607 -4.091  -0.077
C: 2.461 0.304 -3.462  -0.439
C: 3.583 0.187 -2.409  -0.532
H: 2.721 1.381 -5.149  0.183
H: 1.712 2.229 -3.925  0.183
H: 2.473 -0.479 -4.220  0.217
H: 1.512 0.109 -2.963  0.226
H: 4.287 -0.621 -2.611  0.253
H: 3.064 0.044 -1.461  0.245
C: -0.207 0.803 5.570  -0.261
O: -1.153 1.569 4.770  -0.738
H: 0.244 0.161 4.813  0.174
H: 0.609 1.443 5.906  0.188
H: -0.559 0.315 6.479  0.176
H: -1.878 1.007 4.487  0.464
C: 3.290 2.799 1.535  -0.265
O: 2.897 2.213 2.803  -0.747
H: 3.781 3.751 1.737  0.188
H: 3.970 2.100 1.048  0.173
H: 2.422 2.609 0.904  0.189
H: 3.658 2.138 3.384  0.464
C: 0.363 -5.959 -1.838  -0.242
O: 1.532 -5.447 -1.278  -0.748
H: 0.708 -6.850 -2.363  0.187
H: -0.427 -5.996 -1.089  0.155
H: 0.120 -5.177 -2.557  0.163
H: 1.410 -4.572 -0.901  0.486
C: -2.731 4.162 1.451  -0.250
O: -1.635 3.321 1.106  -0.737
H: -2.375 4.966 2.094  0.175
H: -3.246 4.483 0.546  0.183
H: -3.528 3.590 1.927  0.160
H: -1.184 3.122 1.929  0.474
C: -2.981 1.399 -3.904  -0.249
O: -4.174 1.400 -4.676  -0.718
H: -2.334 0.649 -4.358  0.162
H: -2.490 2.348 -4.120  0.161
H: -3.104 1.203 -2.838  0.182
H: -3.920 1.906 -5.451  0.461
N: -2.733 -2.818 0.494  -0.507
C: -2.855 -1.735 1.390  -0.103
C: -2.236 -2.098 2.589  -0.311
C: -1.672 -3.317 2.419  -0.311
C: -2.058 -3.817 1.155  -0.053
H: -3.146 -2.980 -0.413  0.424
H: -3.389 -0.857 1.058  0.212
H: -2.097 -1.359 3.363  0.213
H: -1.132 -3.916 3.137  0.227
H: -1.830 -4.705 0.583  0.213

Cartesian forces (eV/Å) of the 3 atoms listed first:
O -0.30 1.89 0.05
C 0.30 -1.39 0.10
O -0.16 -0.69 -1.28

Computed properties:
**Structure (SMILES)**: c1cc[nH]c1.O=C1CCCO1.O=C1CCCO1.CO.CO.CO.CO.CO
**F_max**: 3.92 eV/Å
**HOMO-LUMO gap**: 8.7 eV
**Molar mass**: 399.48 Da
**Charge**: 0

Entry 6:
2 unconnected molecules or ions with the total composition C6H17N2O. Source: OMol25; level of theory: ωB97M-V/def2-TZVPD.

Each line ends with the natural charge from an NBO analysis.
Atoms and positions in Å:
C: -1.710 -2.058 -0.227  -0.712
C: -3.151 0.343 0.727  -0.396
C: -1.377 1.688 -0.207  -0.376
C: 2.778 -0.999 0.415  -0.430
C: 2.681 1.492 -0.350  -0.409
C: -1.131 -0.694 -0.128  0.281
N: -1.804 0.462 0.150  -0.225
N: 2.009 0.310 0.255  -0.560
O: -0.066 -0.453 -1.022  -0.722
H: -2.720 -2.174 -0.657  0.234
H: -1.597 -2.651 0.615  0.234
H: -1.238 -2.740 -0.994  0.260
H: -3.420 1.054 1.383  0.224
H: -3.753 0.455 -0.170  0.228
H: -3.226 -0.614 1.154  0.227
H: -2.035 2.538 0.088  0.207
H: 2.923 1.207 -1.296  0.212
H: -0.383 1.934 -0.254  0.172
H: 3.531 -0.899 1.276  0.230
H: 2.144 -1.745 0.924  0.249
H: 3.297 -1.201 -0.514  0.238
H: 3.569 1.624 0.090  0.215
H: 2.232 2.418 -0.256  0.233
H: 1.083 0.089 -0.365  0.469
H: 1.617 0.689 1.194  0.424
H: -0.255 -0.078 -1.830  0.492

Cartesian forces (eV/Å) of the 3 atoms listed first:
C -0.50 -0.91 -2.72
C 0.80 -1.71 -3.51
C -3.15 0.46 1.29

Computed properties:
**F_max**: 4.18 eV/Å
**HOMO-LUMO gap**: 7.7 eV
**Molar mass**: 133.22 Da
**Charge**: +1

The following calculated total energy values (in a.u.) correspond, in order, to the records above: -2392.7742; -2830.2984; -303.7674; -676.3571; -1401.7128; -423.1648.